(1)
Density functional theory data (ωB97M-V/def2-TZVPD) for one molecule with the formula C24H27F3N2O5S in a non-equilibrium geometry.

SMILES string: C[C@H](OC(=O)C1CCN(S(=O)(=O)c2ccccc2C(F)(F)F)CC1)C(=O)N(C)Cc1ccccc1
Total charge: 0
F_max in eV/Å: 1.1
LUMO in eV: 0.33
Kohn-Sham gap in Eh: 0.335

```
62
Properties=species:S:1:pos:R:3:forces:R:3:mulliken_charge:R:1
C 0.2235 3.2216 -3.8029 0.0 -0.3 0.2 -2.003
C 0.2785 2.1793 -2.6892 0.1 0.1 0.1 0.575
H 1.2980 1.9632 -2.3644 -0.1 0.1 -0.1 0.058
C -0.5984 2.6159 -1.5076 0.0 0.2 -0.4 0.619
O -1.7788 2.3123 -1.4654 -0.3 -0.1 -0.2 -0.759
N -0.0365 3.4273 -0.5871 0.0 0.3 0.3 0.384
C -0.8763 3.8835 0.5009 -0.3 0.1 0.0 -1.106
H -1.9140 3.7989 0.1815 0.1 0.1 0.1 0.381
H -0.6493 4.9262 0.7269 0.0 0.0 0.0 0.375
H -0.7385 3.2779 1.3993 0.0 0.0 0.0 0.299
C 1.3837 3.7315 -0.4963 0.3 -0.2 -0.1 -1.528
C 2.2261 2.5833 0.0126 0.2 0.1 -0.1 0.818
C 3.2247 2.0344 -0.7799 -0.1 0.2 0.1 -0.232
C 3.9845 0.9727 -0.3218 0.1 -0.1 0.0 -0.703
C 3.7636 0.4553 0.9409 0.1 0.0 -0.1 -0.375
C 2.7849 1.0088 1.7473 0.0 0.2 0.1 -0.854
C 2.0229 2.0651 1.2855 0.1 0.0 0.1 -0.131
H 1.2618 2.4897 1.9240 -0.1 0.0 0.1 0.415
H 2.6071 0.6050 2.7322 0.0 0.0 0.1 0.396
H 4.3436 -0.3818 1.2968 0.1 -0.1 0.0 0.395
H 4.7441 0.5465 -0.9600 0.1 0.0 0.0 0.396
H 3.4193 2.4397 -1.7639 0.0 0.0 -0.1 0.316
H 1.7531 4.0532 -1.4740 0.0 0.0 0.1 0.237
H 1.4791 4.5801 0.1889 0.0 0.0 -0.2 0.625
O -0.2890 0.9643 -3.1714 -0.2 0.5 -0.2 -0.305
C 0.4026 -0.1614 -3.0234 0.2 -0.6 -0.5 -0.027
O 1.5862 -0.2291 -2.8197 0.1 0.0 0.0 -0.659
C -0.5060 -1.3606 -3.2852 0.1 0.0 0.1 0.409
C 0.2106 -2.6700 -2.9508 0.0 0.3 0.0 -1.223
C 0.5233 -2.7696 -1.4530 0.6 -0.3 0.0 -0.711
N -0.5005 -2.1453 -0.6280 0.2 0.9 0.6 0.184
S 0.0227 -0.8375 0.2509 -0.5 -0.3 0.3 1.112
O 1.2096 -1.2333 0.9345 0.1 -0.3 0.0 -0.754
O 0.0772 0.3887 -0.4944 -0.3 -0.2 0.0 1.261
C -1.3240 -0.6164 1.4374 0.3 0.0 -0.4 -0.587
C -2.2049 0.4198 1.1753 0.1 0.1 -0.1 -0.467
C -3.2370 0.7022 2.0556 0.0 -0.1 0.1 -0.985
C -3.3826 -0.0510 3.2084 0.0 0.1 -0.1 -0.696
C -2.5048 -1.0879 3.4766 0.2 -0.1 -0.2 -0.812
C -1.4734 -1.3801 2.5885 0.0 -0.2 0.1 0.259
C -0.5324 -2.5092 2.9243 0.1 -0.6 0.5 0.750
F -1.0615 -3.3185 3.8697 -0.3 0.1 0.1 -0.318
F 0.6254 -2.0821 3.4373 0.1 0.2 0.0 -0.229
F -0.2646 -3.3130 1.8914 0.0 0.0 -0.1 -0.201
H -2.6195 -1.6760 4.3740 0.0 0.0 0.0 0.526
H -4.1787 0.1644 3.9044 -0.1 0.0 0.1 0.404
H -3.9200 1.5088 1.8389 -0.1 0.1 0.0 0.526
H -2.0624 1.0002 0.2749 -0.1 0.1 -0.1 0.696
C -1.8056 -2.0819 -1.2376 -0.6 0.2 -0.2 -0.917
C -1.8347 -1.2341 -2.5158 -0.1 -0.1 0.1 -0.776
H -1.9997 -0.1859 -2.2657 -0.1 0.0 0.0 0.195
H -2.6652 -1.5674 -3.1400 0.0 0.0 0.0 0.542
H -2.0988 -3.1145 -1.4532 0.0 0.1 0.1 0.479
H -2.5029 -1.6818 -0.4991 -0.1 -0.2 -0.1 0.429
H 0.6119 -3.8187 -1.1490 0.1 0.1 0.0 0.418
H 1.4622 -2.2648 -1.2246 0.1 -0.2 -0.2 0.314
H -0.4250 -3.5030 -3.2573 0.0 0.0 -0.1 0.414
H 1.1456 -2.7262 -3.5077 0.0 -0.1 0.0 0.432
H -0.7158 -1.3298 -4.3608 0.0 0.1 0.1 0.532
H 0.5852 4.1828 -3.4480 0.0 0.1 0.0 0.288
H -0.8060 3.3324 -4.1352 -0.1 0.0 0.0 0.419
H 0.8328 2.8987 -4.6440 0.1 0.0 0.0 0.483
```
Forces are in eV/Å.

***

(2)
Density functional theory data (ωB97M-V/def2-TZVPD) for an isolated ion of composition C5H10FN2 and charge +1 in a non-equilibrium geometry.

ΔE to the lowest compared entry with this formula, charge and spin in kJ/mol: 257.4
Total charge: +1
F_max in eV/Å: 3.4
LUMO in eV: -5.79
Kohn-Sham gap in Eh: 0.296

```
18
Properties=species:S:1:pos:R:3:forces:R:3:mulliken_charge:R:1
C 0.2450 1.1030 -0.3439 0.8 3.1 -0.3 0.679
C -0.2774 -1.1105 -0.8858 -0.8 3.0 -0.5 -0.766
C -0.8373 -1.6150 0.4065 -0.5 0.6 -0.6 0.862
C 0.9231 2.3731 -0.7489 1.8 1.6 -0.3 -1.140
C -0.3012 -1.8131 1.7396 -0.2 2.3 0.3 -1.004
N -0.7912 1.0588 0.3496 -1.5 -1.0 1.5 -0.589
N 0.7295 -0.0119 -0.8658 0.4 -2.9 -1.0 -0.258
F -2.0605 -2.0169 0.2439 0.9 0.2 0.3 -0.148
H 0.2658 -1.8301 -1.3572 1.2 -3.0 -1.2 0.464
H -1.1734 -0.8607 -1.5824 1.4 -0.3 1.4 0.340
H 1.7656 2.0819 -1.3802 0.2 0.2 0.0 0.319
H 1.3930 3.0376 0.0569 -1.0 -1.2 -0.7 0.303
H 0.3347 3.0576 -1.4146 0.0 -0.9 0.8 0.291
H -0.9918 -1.0871 2.2841 0.9 -0.2 -0.3 0.338
H 0.7586 -1.5797 1.9438 -0.7 0.0 -0.5 0.298
H -0.6326 -2.6912 2.2167 -0.3 -1.6 0.1 0.464
H -0.9678 1.9539 0.7772 -0.6 0.2 0.0 0.251
H 1.6178 -0.0497 -1.4395 -2.0 0.0 1.0 0.297
```
Forces are in eV/Å.

***

(3)
Density functional theory data (ωB97M-V/def2-TZVPD) for one molecule with the formula C4H10FOP in a non-equilibrium geometry.

ΔE to the lowest compared entry with this formula, charge and spin in kJ/mol: 512.8
SMILES string: CC(C)O[PH2]=CF
Total charge: 0
F_max in eV/Å: 4.4
LUMO in eV: 0.76
Kohn-Sham gap in Eh: 0.320

```
17
Properties=species:S:1:pos:R:3:forces:R:3:mulliken_charge:R:1
C 0.1206 -1.5463 0.1726 1.4 1.2 0.8 -0.943
C -1.5495 0.3723 0.0053 2.7 2.3 2.7 -1.338
C -0.1883 -0.1247 -0.3645 0.7 -1.6 1.5 0.406
C 3.0867 -0.4720 -0.6628 -0.3 2.5 0.1 -0.270
O 0.6925 0.9328 0.1734 1.7 -0.7 0.0 -0.377
F 4.1520 -1.0708 -0.0378 0.9 -1.0 0.6 -0.268
P 2.2611 0.5568 0.6011 -2.6 -1.2 -1.1 0.186
H -0.5026 -1.9221 0.9653 -0.7 0.1 0.2 0.323
H 0.0735 -2.1890 -0.6848 0.3 -0.7 -0.1 0.298
H 1.1523 -1.5105 0.6225 -1.1 -0.9 -1.0 0.186
H -2.4095 -0.1351 -0.2673 -1.4 -1.0 -1.0 0.415
H -1.4105 1.4109 -0.3309 -1.4 -0.1 0.1 0.321
H -1.4994 0.4121 1.1719 -0.4 0.0 -1.9 0.278
H 0.0831 -0.1986 -1.3815 -0.3 0.4 -1.4 0.379
H 3.5624 0.2707 -1.3690 -0.7 -0.6 0.2 0.224
H 2.4401 1.7616 1.2243 0.5 1.1 0.4 0.054
H 1.9435 -0.2298 1.7253 0.9 0.0 0.1 0.124
```
Forces are in eV/Å.

***

(4)
Density functional theory data (ωB97M-V/def2-TZVPD) for a 2-piece molecular cluster, C5H13S3 overall.

ΔE to the lowest compared entry with this formula, charge and spin in kJ/mol: 0.0
Total charge: -1
F_max in eV/Å: 0.7
LUMO in eV: 3.55
Kohn-Sham gap in Eh: 0.238

```
21
Properties=species:S:1:pos:R:3:forces:R:3:mulliken_charge:R:1
C 2.9586 -0.0734 0.1144 0.1 0.1 -0.1 -1.050
C 2.6054 -0.2916 -1.3506 -0.2 -0.1 0.0 -0.473
C 1.1001 -0.3557 -1.6056 0.2 -0.1 0.2 -0.518
S 0.2911 -1.7922 -0.8163 -0.4 0.3 -0.1 -0.391
H 2.6120 0.9083 0.4499 0.0 0.0 0.0 0.274
H 4.0366 -0.1386 0.2863 0.0 0.0 0.0 0.325
H 2.4643 -0.8218 0.7224 -0.1 -0.1 0.2 0.305
H 3.0159 0.5197 -1.9540 0.1 0.1 -0.1 0.299
H 3.0613 -1.2160 -1.7116 0.1 -0.1 0.0 0.286
H 0.9125 -0.4136 -2.6728 0.0 0.0 -0.2 0.343
H 0.6185 0.5482 -1.2380 -0.1 0.1 0.0 0.288
C -2.5376 0.9927 2.2986 -0.2 0.1 0.1 -1.227
C -2.4656 0.0926 1.0784 0.1 0.1 0.0 -0.150
S -2.4784 1.0882 -0.4388 0.0 -0.1 -0.1 -0.209
S -2.5723 -0.3984 -1.8901 -0.1 0.2 0.1 -0.522
H -3.4237 1.6378 2.2630 0.1 -0.1 0.0 0.297
H -1.6695 1.6434 2.3611 0.2 0.1 0.0 0.312
H -2.5862 0.4021 3.2172 0.0 0.0 0.0 0.349
H -3.3190 -0.5831 1.0402 0.0 -0.1 0.0 0.294
H -1.5495 -0.5007 1.0790 -0.1 0.0 0.0 0.181
H -1.0747 -1.2480 -1.2327 0.6 -0.4 0.0 -0.012
```
Forces are in eV/Å.

***

- F_max of number 4 (C5H13S3)?
  0.7 eV/Å